No. 1
{"formula": "CH4BrClSi", "method": "ωB97M-V/def2-TZVPD", "species": ["C", "Si", "Cl", "Br", "H", "H", "H", "H"], "coordinates": [[0.5118, 0.7404, 0.0098], [-0.3637, -1.0063, 0.0668], [2.0787, 0.8015, 0.5784], [-0.6349, 2.1066, 0.7539], [0.7158, 1.2319, -1.5764], [0.2808, -2.2048, -0.3251], [-1.6360, -0.8171, -0.8814], [-0.9524, -0.8523, 1.3741]], "atomic_forces_ev_per_a": [[-1.0602, 0.5304, -5.2458], [-2.5709, 2.8145, -1.3465], [2.0241, -0.0194, 1.1121], [0.0240, -0.2364, -0.0416], [-0.8382, -1.4265, 3.9256], [0.9603, -0.7847, -0.0827], [1.4484, -0.2616, 0.8393], [0.0124, -0.6162, 0.8396]], "mulliken_charge": [-0.239, 0.453, -0.103, -0.091, 0.253, -0.117, -0.067, -0.090], "charge": 0, "gap_ev": 9.67}

No. 2
{"formula": "C12H24Br8O4", "method": "ωB97M-V/def2-TZVPD", "species": ["C", "C", "C", "O", "C", "O", "O", "H", "H", "H", "H", "H", "H", "Br", "C", "C", "Br", "H", "H", "H", "H", "Br", "C", "C", "Br", "H", "H", "H", "H", "Br", "C", "C", "Br", "H", "H", "H", "H", "Br", "C", "C", "Br", "H", "H", "H", "H", "O", "H", "H"], "coordinates": [[-4.5072, -1.7283, 0.9636], [-4.0238, -2.9871, 0.3493], [-2.5534, -2.9455, -0.0233], [-2.0806, -3.9545, 0.8641], [-3.1285, -4.5955, 1.4890], [-2.8855, -5.5674, 2.2828], [-4.3090, -4.0689, 1.1731], [-4.4168, -0.8290, 0.3545], [-3.9029, -1.5420, 1.8514], [-5.5385, -1.8732, 1.2855], [-4.5729, -3.3172, -0.5326], [-2.1234, -2.0067, 0.3258], [-2.3021, -3.1199, -1.0695], [-0.8253, 6.9118, 2.6637], [-2.5203, 6.3125, 1.7120], [-3.3783, 5.6160, 2.7610], [-5.2315, 5.4759, 2.0616], [-2.2132, 5.8012, 0.7996], [-2.7745, 7.3471, 1.4816], [-3.3293, 6.1951, 3.6831], [-3.1084, 4.6049, 3.0661], [0.3579, -0.6476, 4.6943], [1.3597, -1.6759, 6.0479], [1.5787, -0.6903, 7.2008], [2.8136, -1.3912, 8.5684], [2.2055, -2.0907, 5.4996], [0.6872, -2.4995, 6.2879], [0.6306, -0.2826, 7.5513], [2.1320, 0.1354, 6.7533], [3.3589, -0.4613, -1.2379], [1.4578, 0.2422, -1.5124], [1.1018, 1.3347, -0.5806], [-0.8170, 1.7302, -0.4837], [0.9219, -0.6876, -1.3215], [1.3636, 0.4729, -2.5736], [1.6400, 2.2635, -0.7698], [1.4195, 1.2009, 0.4534], [3.9942, 2.1413, -7.9994], [5.0066, 1.1247, -6.7302], [5.7932, 0.0353, -7.4547], [7.0590, 0.8407, -8.7254], [4.1846, 0.7463, -6.1226], [5.4532, 1.9169, -6.1293], [5.1798, -0.6488, -8.0411], [6.3360, -0.6418, -6.7951], [1.5140, -3.8673, -4.3711], [0.7399, -4.1633, -4.8501], [2.2530, -4.1665, -4.9008]], "atomic_forces_ev_per_a": [[-0.4728, 0.4884, 0.8071], [-1.5983, 1.1397, -3.4738], [-0.0926, -0.0614, 1.5821], [-0.2940, -1.0811, 0.2815], [2.8685, -4.4879, 3.6521], [-1.6561, 4.4488, -3.6465], [1.5799, -1.2061, 1.5344], [-0.0605, -0.2686, -0.3142], [0.0054, 0.0247, 0.2222], [-0.0294, 0.2772, -0.0309], [-0.3161, 0.9721, -0.4591], [0.1567, 0.0929, -0.3045], [-0.0620, -0.3087, 0.1577], [-0.1896, -0.6980, -0.2822], [1.2274, 0.8710, 0.8529], [-0.0736, 0.2504, -0.3372], [0.6031, 0.1269, 0.3561], [-0.2063, -0.2791, 0.3927], [-1.0150, -0.5498, -0.1450], [-0.6016, 0.1913, -0.2284], [0.2679, 0.0671, -0.6178], [0.0601, -0.1054, 0.0074], [-0.9397, -0.1129, 0.0446], [1.0469, -0.0220, -1.3732], [-0.7557, 0.0964, -0.2862], [0.2357, 0.4200, 0.5237], [0.1380, 0.1058, 0.1976], [0.2202, -0.4651, 0.5316], [-0.0178, 0.0885, 0.3266], [-1.0765, 0.8562, -0.1476], [0.5853, -1.7318, -0.3323], [0.8218, 1.3051, 1.2778], [0.4172, -0.2033, -0.2825], [-0.1994, 0.2986, 0.0406], [0.1615, 0.1872, 0.2290], [-0.3944, 0.1107, -0.7386], [-0.3292, -0.8491, -0.0353], [-0.5870, 0.5918, -0.7719], [-0.9808, -0.1694, 0.0578], [0.3432, 0.1818, 0.2298], [-0.0634, -0.3817, 0.3967], [0.4103, -0.6236, 0.1388], [0.9318, -0.6524, -0.2009], [-0.3482, 0.5502, -0.0576], [0.2924, 0.4995, 0.2218], [-0.0187, 0.1675, 0.1938], [-0.2189, -0.0786, -0.1006], [0.2242, -0.0736, -0.0902]], "mulliken_charge": [-1.411, 0.473, -0.280, -0.302, 0.639, -0.603, -0.310, 0.365, 0.354, 0.356, 0.291, 0.181, 0.247, -0.183, -0.554, -0.547, -0.163, 0.387, 0.332, 0.373, 0.355, -0.144, -0.530, -0.607, -0.169, 0.369, 0.339, 0.402, 0.340, -0.165, -0.499, -0.536, -0.161, 0.222, 0.375, 0.387, 0.373, -0.105, -0.545, -0.508, -0.125, 0.265, 0.329, 0.334, 0.353, -0.627, 0.316, 0.313], "charge": 0, "smiles": "C[C@H]1COC(=O)O1.BrCCBr.BrCCBr.BrCCBr.BrCCBr.O", "gap_ev": 9.91}

No. 3
{"formula": "C4H9NO2", "method": "ωB97M-V/def2-TZVPD", "species": ["O", "C", "C", "C", "O", "H", "H", "H", "H", "H", "H", "C", "N", "H", "H", "H"], "coordinates": [[0.1557, -0.3082, 1.8709], [0.1085, -1.0721, 0.7498], [-0.1262, -0.5508, -0.4862], [-1.7055, -0.0894, -0.3769], [-2.0779, 0.7287, 0.6804], [0.3202, -0.8533, 2.6495], [0.5413, -2.0626, 0.8365], [-0.0050, -1.2283, -1.3193], [-2.3974, -0.9381, -0.4219], [-1.7950, 0.4521, -1.3302], [-1.2877, 1.1605, 1.0299], [1.2305, 0.9970, -0.8994], [2.4320, 0.4571, -1.0041], [0.9320, 1.6343, -0.0467], [0.8081, 1.3549, -1.8397], [2.8666, 0.3183, -0.0927]], "atomic_forces_ev_per_a": [[-0.6018, -0.2530, -0.3374], [2.1389, -0.4569, -0.5247], [-3.9749, -1.0187, 2.3686], [1.3784, 1.2491, -2.4433], [0.2680, 0.1412, 0.5858], [-0.0712, 0.0034, -0.1071], [0.3404, -0.0909, 0.4504], [0.1262, -0.1561, 0.0041], [0.4986, -0.0721, 0.1810], [-0.5622, 0.0479, 0.0360], [-0.2583, -0.0229, -0.0124], [3.0377, 0.9952, -0.2099], [-1.7347, 0.5848, -0.1399], [-0.0899, -0.6410, 0.0419], [-0.3782, -0.4997, 0.0094], [-0.1170, 0.1898, 0.0974]], "mulliken_charge": [-0.427, -0.026, -0.586, -0.318, -0.508, 0.345, 0.360, 0.339, 0.331, 0.242, 0.337, -0.249, -0.665, 0.241, 0.354, 0.228], "charge": 0, "smiles": "O/C=C\\CO.C=N", "gap_ev": [7.78, 7.78]}

Table of E_tot (eV), in record order: -91541.07033; -581361.94872; -9874.35216